This record from OMol25 describes a molecular structure, C24H28CoN3O3PSe at a distorted geometry. The level of theory is wB97M-V/def2-TZVPD.

ΔE to the lowest compared entry with this formula, charge and spin, eV: 0.576
Charge: 0
LUMO (alpha / beta), eV: 0.05 / 0.05
Calculated total energy, Ha: -5447.01383
Spin multiplicity: 2
Kohn-Sham gap (alpha / beta), eV: 7.13 / 7.03
⟨S²⟩: 1.0629

Element x y z (Å)
Co 0.815090 0.969864 -0.506572
O 1.101090 5.033664 0.385928
C 0.801090 3.891864 0.095228
N 1.598690 2.813364 -0.056372
C 2.931190 2.776964 0.178728
O 3.614690 3.492764 0.882728
C 3.545790 1.623664 -0.588272
C 4.914990 1.407264 -0.546172
C 5.448990 0.372364 -1.295772
C 4.589690 -0.411236 -2.050672
C 3.233190 -0.135536 -2.023072
N 2.719390 0.856064 -1.306572
C -0.622510 3.529264 -0.263972
C -1.652910 4.434564 -0.044672
C -2.946410 4.084064 -0.391372
C -3.153310 2.843064 -0.977472
C -2.070110 2.007664 -1.181172
N -0.829110 2.327764 -0.823072
H 5.521890 2.048964 0.073928
H 6.510190 0.178564 -1.297072
H 4.959490 -1.224236 -2.656472
H 2.531690 -0.742336 -2.584772
H -1.409210 5.388364 0.395428
H -3.771410 4.761464 -0.219572
H -4.137310 2.525264 -1.283072
H -2.208510 1.040664 -1.649172
C -5.797210 -2.875736 -0.455572
C -4.419910 -2.334636 -0.675072
C -3.718410 -1.702836 0.334628
C -2.418710 -1.245536 0.153228
C -1.744610 -0.573136 1.311328
C -1.807210 -1.438736 -1.088672
Se 0.040190 -1.012936 -1.398872
C -2.527410 -2.021536 -2.145972
C -1.896110 -2.163336 -3.496572
C -3.816310 -2.461636 -1.920672
H -6.179310 -2.583836 0.517328
H -5.783910 -3.963636 -0.506172
H -6.474710 -2.515736 -1.227372
H -4.181710 -1.567736 1.302628
H -2.469510 0.006664 1.882328
H -0.939310 0.097564 0.989428
H -1.306910 -1.317836 1.980428
H -1.486510 -1.202536 -3.813172
H -2.610910 -2.511436 -4.238672
H -1.061410 -2.865136 -3.444672
H -4.361410 -2.935836 -2.723972
C 3.980190 -0.850736 2.512428
P 2.157890 -0.834436 2.355028
C 1.553590 -0.450536 4.038328
C 1.635290 -2.536636 1.934828
O 1.683990 0.153564 1.353628
H 4.295390 -1.445536 3.365728
H 4.299390 0.183564 2.641928
H 4.431490 -1.239736 1.601128
H 1.635790 -1.310536 4.696528
H 0.516290 -0.123636 3.988528
H 2.157390 0.364364 4.432628
H 1.843290 -3.241936 2.732128
H 2.163890 -2.837136 1.033728
H 0.571090 -2.535236 1.710928

Atoms 1-3, force components in eV/Å:
Co 0.306 2.152 0.110
O -0.189 -0.073 0.035
C 0.203 0.148 0.042

=====

This record from OMol25 describes a molecular structure, C18H38GeMnN9O3S4Si3 at a distorted geometry. The level of theory is wB97M-V/def2-TZVPD.

ΔE to the lowest compared entry with this formula, charge and spin, eV: 0.024
Charge: -2
LUMO (alpha / beta), eV: 3.61 / 4.52
Calculated total energy, Ha: -7116.57184
Spin multiplicity: 5
Kohn-Sham gap (alpha / beta), eV: 5.07 / 6.09
⟨S²⟩: 6.4057

Element x y z (Å)
Mn -0.917779 0.673612 0.374357
O -2.329996 7.052208 -1.525167
C -2.104067 6.126212 -0.770826
S -0.906579 4.883253 -1.054256
C -1.103243 3.985705 0.462617
C -2.046378 4.444430 1.335495
S -2.454091 3.950329 2.927169
S -2.950577 5.856808 0.746815
S 0.122320 2.759033 0.699170
N -3.139941 -1.925407 -1.039321
C -2.752098 -2.127539 0.271247
N -3.369732 -2.994444 1.067798
N -2.713884 -2.896653 2.233603
N -1.769685 -2.021332 2.133050
N -1.746755 -1.510941 0.883622
C -2.894456 -0.741850 -1.711689
N -3.613843 -0.327966 -2.737248
N -3.028125 0.834952 -3.101283
N -2.028274 1.092860 -2.334252
N -1.894848 0.090405 -1.428773
H -3.987931 -2.399522 -1.300911
C -0.129768 0.943493 3.682112
O -0.053458 0.042464 2.585355
H 0.297932 0.487800 4.582624
H -1.154023 1.262439 3.880121
H 0.435199 1.832741 3.417132
H -0.607725 -0.745918 2.758526
C -4.949407 1.154675 0.647972
C -3.781393 0.968879 1.563417
C -4.038858 0.568216 2.978793
O -2.645924 1.088990 1.144208
H -5.581202 1.958234 1.031712
H -5.533450 0.230226 0.644212
H -4.620099 1.388663 -0.362853
H -5.098800 0.626824 3.220485
H -3.466418 1.223622 3.633781
H -3.692882 -0.461297 3.111470
C 1.082050 0.991935 -3.671269
Si 1.232515 -0.670759 -2.798541
C -0.101440 -1.800722 -3.515155
C 2.854706 -1.430109 -3.434070
Ge 1.153238 -0.352135 -0.412043
Si 1.632883 -2.560957 0.453587
C 3.401153 -3.146199 0.062545
C 1.529320 -2.741691 2.332270
C 0.535867 -3.927180 -0.257323
Si 3.218768 0.817408 0.045506
C 3.380585 1.085736 1.908588
C 3.334437 2.502837 -0.796580
C 4.852848 -0.004522 -0.471284
H 0.925999 0.865333 -4.746669
H 1.978898 1.598370 -3.518742
H 0.231624 1.544485 -3.267507
H 0.135608 -2.050971 -4.553363
H -1.075200 -1.308518 -3.502904
H -0.201252 -2.730904 -2.951642
H 2.791964 -1.559970 -4.518278
H 3.049521 -2.407959 -2.987295
H 3.711613 -0.789808 -3.218875
H 4.113638 -2.693738 0.754486
H 3.718105 -2.896784 -0.951301
H 3.454754 -4.231928 0.184731
H 1.901610 -1.848855 2.839291
H 2.112730 -3.604093 2.669221
H 0.491726 -2.880043 2.637333
H 0.668215 -4.032768 -1.336792
H -0.519247 -3.717039 -0.070400
H 0.777538 -4.884857 0.212880
H 2.557560 1.712173 2.261310
H 4.324755 1.572170 2.170164
H 3.320217 0.132906 2.441824
H 2.406810 3.061783 -0.676120
H 3.522574 2.391139 -1.868270
H 4.150858 3.091814 -0.366864
H 5.041889 -0.942199 0.049108
H 5.670966 0.684313 -0.239780
H 4.879837 -0.211899 -1.542061

Atoms 1-3, force components in eV/Å:
Mn 0.237 -0.542 0.220
O -0.033 -0.008 -0.006
C -0.009 0.017 -0.072

=====

This record from OMol25 describes 5 unconnected molecules or ions with the total composition C29H30B2N5O13 at a distorted geometry. The level of theory is wB97M-V/def2-TZVPD.

ΔE to the lowest compared entry with this formula, charge and spin, eV: 0.000
Charge: -1
LUMO, eV: 1.29
Calculated total energy, Ha: -2424.23930
Kohn-Sham gap, eV: 5.12

Element x y z (Å)
C -0.418798 0.227346 1.226580
C 0.378542 1.194930 0.664736
C -0.103602 2.623749 0.626858
O -1.098308 2.618100 -0.386496
B -1.265203 4.108758 -0.719169
B -2.790163 4.568652 -0.054429
C -3.162917 4.584063 1.493397
O -3.864005 4.899740 -0.896591
O -0.022287 4.748889 -0.161587
C 0.844733 3.672978 0.076736
O 1.805838 4.073859 1.078420
N 1.414958 5.256013 1.782297
O 1.271613 5.016847 2.914943
H -0.650905 0.290692 2.292701
H -0.864329 -0.560005 0.618684
H 1.375575 0.962170 0.282109
H -0.561584 2.901417 1.594104
H -1.285569 4.209955 -1.967756
H -3.640210 3.629581 1.763030
H -3.835244 5.411192 1.751257
H -2.266730 4.663582 2.119319
H -3.554668 5.473367 -1.605095
H 1.306218 3.433596 -0.889065
C 1.852356 -4.541465 -2.305596
C 2.542950 -5.249439 -1.324078
C 2.562929 -4.789532 -0.014936
C 1.887263 -3.618231 0.278701
C 1.206294 -2.899204 -0.683712
C 1.183676 -3.366515 -1.986552
N 1.860236 -3.107786 1.656802
O 2.445483 -3.730010 2.526579
O 1.232895 -2.078865 1.832410
H 1.829795 -4.912700 -3.322707
H 3.060975 -6.165386 -1.576919
H 3.090935 -5.331262 0.756494
H 0.689566 -1.985560 -0.421185
H 0.625724 -2.806147 -2.724747
C 6.634042 4.112934 0.649130
C 5.677960 3.326044 1.277871
C 4.722629 2.658506 0.527354
C 4.748637 2.792284 -0.848266
C 5.685961 3.576683 -1.494708
C 6.635649 4.240959 -0.734588
N 3.742861 2.071308 -1.649697
O 2.926817 1.406779 -1.043044
O 3.786357 2.193331 -2.859529
H 7.379973 4.630192 1.239470
H 5.673447 3.231362 2.355378
H 3.970226 2.049421 1.006510
H 5.675730 3.667654 -2.570955
H 7.377979 4.858499 -1.222912
C -1.126915 -3.473492 4.967396
C -2.101476 -4.257784 5.572825
C -3.041542 -4.919251 4.798915
C -2.983339 -4.782275 3.423256
C -2.025453 -4.000290 2.801915
C -1.089975 -3.340626 3.585282
N -3.967914 -5.502624 2.597064
O -4.811365 -6.168712 3.171996
O -3.881634 -5.396801 1.388943
H -0.390405 -2.962261 5.573917
H -2.128442 -4.357137 6.650009
H -3.803498 -5.531686 5.257867
H -2.004873 -3.905515 1.725564
H -0.330833 -2.727781 3.116049
C -5.012046 0.240654 -4.247392
C -4.774197 -1.096327 -4.547613
C -3.513987 -1.635689 -4.352230
C -2.512235 -0.817970 -3.855611
C -2.724497 0.515589 -3.554200
C -3.991393 1.043068 -3.756005
N -1.179878 -1.393408 -3.621952
O -1.012053 -2.577986 -3.884963
O -0.319936 -0.674749 -3.162392
H -6.000635 0.657897 -4.392250
H -5.572038 -1.720031 -4.928766
H -3.316172 -2.672739 -4.578455
H -1.928013 1.133699 -3.159581
H -4.177554 2.080898 -3.517138

Atoms 1-3, force components in eV/Å:
C 0.398 0.723 -0.197
C 0.053 -0.403 0.788
C 0.222 -1.127 0.269

=====

This record from OMol25 describes a molecular structure, C15H35N2OP3Rh at a distorted geometry. The level of theory is wB97M-V/def2-TZVPD.

ΔE to the lowest compared entry with this formula, charge and spin, eV: 2.196
Charge: +2
LUMO (alpha / beta), eV: -6.24 / -9.55
Calculated total energy, Ha: -1911.05640
Spin multiplicity: 6
Kohn-Sham gap (alpha / beta), eV: 5.12 / 5.80
⟨S²⟩: 8.8011

Element x y z (Å)
Rh -0.350714 0.221353 0.012796
P -2.303511 -0.707675 0.377125
P -0.853474 2.370393 0.122805
N 0.132898 -1.554718 -0.897207
N 1.111269 0.810563 -1.290144
H 1.468680 -2.270217 -2.403753
H 3.017819 -0.087441 -1.541389
H 2.191614 -2.071246 -0.776743
C 1.470661 -1.634011 -1.495090
H 1.965503 -0.115397 -2.983264
C 1.965945 -0.220174 -1.875401
H -0.614622 -3.399622 -1.538992
H 1.985193 2.419389 -2.308541
C -0.814515 -2.386953 -1.152935
C 1.198403 2.096366 -1.590250
C -2.184645 -1.907778 -1.057558
C 0.304490 3.014754 -1.038184
H -2.971460 -2.670213 -1.088776
H 0.366195 4.060698 -1.301352
H -2.139151 2.725936 -0.314510
H -0.672210 3.065127 1.341170
H -3.511491 0.013238 0.063546
H -2.633480 -1.450219 1.555795
H -0.687242 0.374417 -3.089375
C -1.701040 0.383407 -3.570540
C -2.058542 1.827266 -3.884598
C -1.653241 -0.503723 -4.788481
O -2.695282 0.005723 -2.648309
H -1.488169 2.187306 -4.727825
H -3.139292 1.890163 -4.108975
H -1.875701 2.450347 -3.011553
H -1.033810 -1.367261 -4.614296
H -2.648287 -0.844047 -5.061248
H -1.220777 0.034777 -5.632093
H -2.399379 -1.149467 -1.988908
C -1.352323 0.563095 3.773046
C 0.083287 0.921942 3.350147
P 0.761743 -0.082234 1.957462
C 2.490007 0.407847 1.719212
C 3.352663 0.541497 2.974661
C 0.692042 -1.826107 2.543382
C 1.296439 -2.091805 3.924906
H -2.081786 0.804511 2.982759
H -1.599465 1.168342 4.660395
H -1.449588 -0.504442 4.038871
H 0.149059 1.973129 3.022468
H 0.785707 0.809024 4.193081
H 2.934856 -0.324733 1.023203
H 2.458162 1.361674 1.171492
H 3.683789 -0.426210 3.348109
H 4.250318 1.117595 2.720746
H 2.841984 1.080547 3.784545
H -0.368226 -2.133107 2.512983
H 1.207686 -2.422177 1.770072
H 0.923687 -1.402756 4.695384
H 1.021391 -3.106362 4.232052
H 2.389931 -2.040352 3.908103

Atoms 1-3, force components in eV/Å:
Rh 0.648 -1.528 0.065
P -2.130 -1.140 -0.355
P -0.988 0.490 0.343

=====

This record from OMol25 describes a single C6H11N molecule at a distorted geometry. The level of theory is wB97M-V/def2-TZVPD.

ΔE to the lowest compared entry with this formula, charge and spin, eV: 2.504
Charge: 0
SMILES: C=CC(N)=C(C)C
LUMO, eV: 0.92
Calculated total energy, Ha: -289.87968
Kohn-Sham gap, eV: 8.78

Element x y z (Å)
C -0.772065 2.248248 -1.216059
C -0.956854 1.015036 -0.680754
C 0.154862 0.114619 -0.347430
N 1.428257 0.433642 -0.855702
C -0.003130 -0.909148 0.601484
C 1.040839 -2.031888 0.715160
C -1.118597 -0.743106 1.606147
H -1.486737 3.024472 -1.357423
H 0.327581 2.632595 -1.290853
H -1.951001 0.491740 -0.673918
H 1.550857 0.274426 -1.846387
H 1.696836 1.375423 -0.700085
H 1.363652 -2.391820 -0.200910
H 2.011488 -1.725312 1.202522
H 0.562532 -2.772335 1.378339
H -1.121055 0.299472 2.010948
H -1.123879 -1.494782 2.500694
H -1.898406 -0.911948 0.895695

Atoms 1-3, force components in eV/Å:
C 2.594 -0.506 1.220
C -0.731 0.341 -1.038
C -0.768 -1.417 2.057

=====

This record from OMol25 describes a molecular structure, C28H41N2O5S2SeSi2Ti. The level of theory is wB97M-V/def2-TZVPD.

ΔE to the lowest compared entry with this formula, charge and spin, eV: 0.000
Charge: -2
LUMO (alpha / beta), eV: 4.21 / 4.21
Calculated total energy, Ha: -6203.97572
Spin multiplicity: 2
Kohn-Sham gap (alpha / beta), eV: 6.36 / 6.34
⟨S²⟩: 0.7544

Element x y z (Å)
Ti -0.234724 1.160918 0.488547
C 2.215071 -2.086689 2.917240
C 1.454000 -0.770829 2.789475
C 0.296750 -0.741013 3.773779
C 2.394188 0.405575 2.969284
O 0.907007 -0.630063 1.445281
Si 0.327396 -1.789012 0.389966
S -0.417568 -0.659546 -1.160969
O 1.471639 -2.919095 -0.005380
C 2.559370 -2.815409 -0.934956
C 2.034828 -3.126867 -2.332509
C 3.197378 -1.430875 -0.897602
C 3.564616 -3.875316 -0.501024
O -0.741182 -2.649978 1.300176
C -1.531607 -3.788873 0.971076
C -2.818191 -3.657619 1.774702
C -1.854448 -3.832723 -0.519246
C -0.749242 -5.030355 1.388718
H 2.623742 -2.148876 3.928582
H 3.037625 -2.139268 2.203858
H 1.558834 -2.942029 2.751510
H 0.676205 -0.813452 4.796102
H -0.370240 -1.579558 3.569771
H -0.266394 0.187841 3.693629
H 2.796516 0.402608 3.984789
H 1.870915 1.349536 2.810360
H 3.213616 0.346506 2.250345
H 1.281815 -2.393420 -2.621190
H 1.580876 -4.121115 -2.345893
H 2.851233 -3.101604 -3.058603
H 2.488185 -0.661762 -1.202822
H 4.054133 -1.393803 -1.573814
H 3.543629 -1.188798 0.108932
H 3.088459 -4.858246 -0.490881
H 3.930425 -3.659355 0.504150
H 4.414625 -3.899775 -1.186521
H -3.354607 -2.756991 1.472948
H -2.585160 -3.587254 2.839440
H -3.461917 -4.525982 1.611261
H -2.375053 -2.924375 -0.822625
H -2.486179 -4.699483 -0.731237
H -0.941259 -3.915780 -1.113111
H -0.533132 -4.989510 2.458681
H 0.196874 -5.069730 0.846913
H -1.323720 -5.936746 1.179275
C 0.925896 6.986277 -1.486205
C 1.470485 5.804084 -1.972529
C 0.759098 4.617884 -1.866966
C -0.510803 4.568526 -1.281024
C -1.035581 5.771414 -0.800828
C -0.330962 6.966206 -0.898437
Si -1.443536 2.910294 -1.090974
C -1.812954 2.423851 -2.901367
C -0.821544 1.827444 -3.689282
C -1.051858 1.482264 -5.014032
C -2.296740 1.710146 -5.586657
C -3.302679 2.284588 -4.822037
C -3.057612 2.636956 -3.499604
H 1.484552 7.913515 -1.552569
H 2.461603 5.795295 -2.410581
H 1.215864 3.707273 -2.236361
H -2.011523 5.766655 -0.327600
H -0.760388 7.881131 -0.503936
H -2.783326 3.399097 -0.626848
H 0.146278 1.609888 -3.248545
H -0.263162 1.020179 -5.597291
H -2.484083 1.432224 -6.618104
H -4.281496 2.457666 -5.257080
H -3.851255 3.086484 -2.912508
S 4.141009 2.532229 -1.297002
C 2.721637 2.071586 -0.631222
N 1.703634 1.734240 -0.168553
Se -0.107281 3.433473 2.076799
C -0.216248 2.865345 3.820425
N -0.293942 2.510595 4.922113
C -3.315637 -0.083960 3.159817
C -2.958196 0.114145 1.701282
O -3.713803 -0.195414 0.803013
O -1.764094 0.612909 1.548662
H -4.345219 -0.423486 3.251789
H -3.164139 0.849414 3.703388
H -2.637321 -0.822223 3.590448

Atoms 1-3, force components in eV/Å:
Ti -0.345 0.131 0.444
C -0.007 0.031 0.006
C -0.095 -0.022 -0.156